Entry 1:
{"formula": "C52H91AsF6N13", "method": "ωB97M-V/def2-TZVPD", "symbols": ["As", "C", "H", "H", "H", "C", "F", "H", "H", "H", "F", "H", "H", "C", "H", "F", "N", "H", "C", "C", "H", "H", "H", "C", "H", "H", "C", "F", "C", "H", "H", "H", "H", "H", "H", "N", "H", "H", "H", "H", "C", "H", "H", "C", "C", "H", "H", "H", "H", "H", "C", "C", "H", "H", "H", "H", "H", "C", "C", "C", "H", "C", "C", "H", "C", "H", "C", "C", "H", "N", "C", "H", "N", "H", "C", "F", "C", "H", "H", "C", "C", "C", "C", "N", "H", "H", "N", "H", "H", "H", "H", "H", "F", "N", "N", "C", "H", "H", "H", "C", "H", "H", "C", "H", "H", "H", "C", "H", "H", "C", "C", "C", "C", "C", "H", "H", "H", "H", "H", "H", "H", "H", "H", "H", "C", "H", "C", "H", "H", "C", "H", "H", "C", "H", "H", "C", "H", "N", "H", "N", "N", "H", "H", "C", "H", "N", "C", "H", "C", "H", "H", "C", "N", "C", "H", "C", "C", "C", "H", "H", "H", "C", "C"], "coordinates": [[-0.21978, -0.29000, 0.08197], [-5.90488, -2.44113, 0.19596], [5.64614, -2.86021, 3.54803], [4.15114, -0.93131, 2.86730], [1.38612, 0.79198, 3.08730], [1.48685, 3.88387, 0.03985], [1.23275, 0.03558, 0.94238], [-3.14511, 1.38046, -1.66408], [-3.83814, 3.92984, 1.64435], [-3.19103, -5.52211, 1.17031], [-1.00307, -0.27779, 1.58689], [-1.52520, -3.72296, -0.49716], [-3.89530, -2.08526, 3.62031], [5.74456, 0.91988, -3.59108], [-0.44796, -4.84493, -4.02677], [-1.67632, -0.71235, -0.63293], [4.94365, 0.92370, -0.01905], [-0.34922, 7.43071, 2.45163], [-0.95973, -4.66116, 3.74226], [0.33605, 4.16949, -5.55551], [0.78058, -1.73191, 3.46071], [-0.42957, 2.02946, -3.95286], [-2.48441, 3.34801, 0.68114], [2.19785, 2.56604, 3.75246], [4.04917, -5.71316, -0.41363], [-1.67493, 8.93995, 0.51984], [1.10518, 1.63217, 3.74433], [0.09576, -1.96263, 0.32117], [-3.63500, 1.35517, -2.67109], [-4.84170, -0.84659, 2.74224], [1.57921, -2.29264, 5.72088], [-2.10610, 1.83257, 2.72791], [-3.24516, 8.32671, -0.01146], [2.24920, 6.32702, -1.35076], [2.10488, 3.13125, -0.46184], [3.14555, 3.24287, 3.85170], [3.13808, -0.84608, -1.92391], [5.37360, 1.92221, -3.55246], [-1.30913, -2.36456, -3.84192], [3.07500, -6.37565, 0.89834], [-3.13926, 1.43537, 2.77485], [-4.81304, 1.57003, 1.34934], [1.51788, -3.34476, 3.57551], [-4.37441, -0.31196, -4.54349], [0.59564, -2.66247, 5.38305], [-1.28008, 1.10201, -5.29661], [4.08219, -2.54215, 4.34432], [-2.49810, -0.21388, -3.46459], [5.54211, -2.16683, 5.20851], [-1.14234, -6.11778, -0.09676], [2.00578, -2.79821, -4.28718], [-2.76772, -3.95348, -2.21079], [0.84088, 3.46087, 0.78156], [-0.00609, 0.30723, 5.10489], [-2.89614, 6.21335, 1.24882], [2.96907, 4.74442, 1.28942], [-3.17634, 2.13835, -3.23340], [3.70748, 0.04396, -2.15109], [2.27353, 5.07647, 0.52163], [0.53036, 4.24271, -1.04248], [-3.27143, 1.04255, 0.66457], [2.95745, 5.83007, -0.64236], [-2.07841, -5.91647, -0.64544], [0.19231, 1.68687, 7.23742], [-0.46219, -2.65057, -4.46767], [-0.42567, -1.97296, -5.27132], [4.70940, -0.19139, -3.31669], [-0.64179, -4.12347, -4.79952], [-4.68593, 1.59126, -2.46496], [2.98074, -3.14662, -4.69300], [4.96611, -0.78928, 3.55248], [1.38879, 3.98311, -5.88272], [-1.44984, -5.61986, 4.10433], [1.49711, 0.41960, 5.58488], [-1.25795, 6.82563, 2.44535], [-0.48477, 1.36429, -0.20362], [6.29456, -1.23120, 1.50293], [3.63562, -4.15578, 1.57343], [-5.37585, -2.61275, 2.81790], [-4.57535, -1.76857, 0.15407], [0.64135, -2.76562, 3.84801], [-3.76911, -2.17432, 1.39686], [-3.66766, 2.20062, 3.87922], [1.21542, -6.15623, -1.59362], [0.46153, -3.60310, 5.86791], [-3.81809, -0.76905, -2.55830], [-3.70003, 1.09808, -6.62061], [-1.48428, 6.58321, 0.28519], [-4.17406, -5.58520, -0.24592], [1.91054, -4.14627, 1.15607], [-3.95514, -2.02881, -0.70264], [0.01853, -4.40587, -5.67121], [0.52939, -0.38903, -1.41873], [-3.60698, -3.49338, -2.87507], [-6.91434, -2.98886, 0.32297], [0.85801, 1.07966, -5.29302], [-0.86211, -4.60268, -1.89797], [7.09542, -0.54576, 3.30861], [4.13087, -0.46928, -4.20392], [-4.00239, 0.48135, -5.68904], [-2.22558, -6.67600, -1.40314], [-2.87249, -1.56004, 1.34334], [0.78416, -2.32195, -3.60062], [-5.44539, -0.18679, -4.43003], [0.28507, 2.14241, 3.27057], [-0.66933, 2.53319, 5.93604], [3.11495, -5.63969, 0.15387], [-0.64876, -3.38792, 2.16922], [-1.62609, 3.34766, -5.79917], [-2.52058, 8.30316, 0.80934], [-3.30199, -6.04039, 0.26201], [6.19017, -0.41564, 2.73499], [2.94976, -4.26014, 0.77789], [0.74413, 1.05440, 5.13331], [6.14026, 0.68333, -4.56414], [-1.64251, -4.43077, -5.10641], [3.58072, 5.20916, -1.31455], [-4.65114, -0.71672, 0.23937], [2.42264, -3.21431, -1.00946], [-1.45407, -2.69183, 3.56441], [4.15730, -3.26737, -0.72455], [3.54235, 6.62458, -0.14992], [4.65568, -0.00253, 4.20837], [-4.31286, -1.35464, -4.79539], [-0.42298, 1.72579, -5.00236], [1.63812, 5.76223, 1.07536], [2.00894, -5.85383, -0.81530], [0.85217, -1.28846, -3.40949], [-3.01424, 8.70121, 1.69645], [-2.07948, 6.88972, 1.13984], [1.13575, 2.83206, 6.23973], [3.04792, -2.12579, 0.17004], [-0.58786, 2.97614, -5.89144], [-0.43409, 2.69884, -6.93226], [0.00419, 5.06571, -6.11115], [-4.52798, -1.89767, 2.72409], [6.54249, 0.81248, -2.87099], [1.77407, 0.40412, -5.53784], [-3.45896, -3.23152, 1.30226], [-4.03072, 2.77448, 4.80422], [-0.46778, 4.31412, 2.64027], [-1.86695, 6.93902, 3.34748], [-4.09770, 3.46378, 0.02852], [-3.52956, 3.14155, 0.91636], [-3.09643, 0.36365, 3.05114], [6.52765, -1.85234, 0.57572], [-0.73935, 5.45920, 2.60248], [-3.38615, -7.10999, 0.48201], [0.29569, 2.13106, 6.19328], [5.30616, -1.05435, -3.11564], [-0.19412, -2.06303, 5.81125], [4.37365, 0.53089, -0.94377], [-0.26173, 4.44857, -1.79881], [-3.54932, -0.01388, -3.28922], [2.93805, 0.75471, -2.42378], [5.08248, -2.14955, 4.18347], [-3.76763, 1.69937, 1.38045], [3.19093, -3.13633, -0.23650], [0.36850, 4.42476, -4.49127], [6.17404, 0.59020, 2.38525], [0.74604, -2.74016, -2.59000], [-0.64161, -3.31892, 3.23768], [-1.77935, -4.54265, -1.26599]], "lowdin_charge": [0.59, -0.21, 0.08, 0.09, 0.10, -0.18, -0.24, 0.07, 0.07, 0.03, -0.22, 0.13, 0.07, -0.10, 0.05, -0.20, 0.17, 0.12, -0.24, -0.11, 0.10, 0.11, 0.05, -0.24, 0.13, 0.08, -0.19, -0.24, -0.09, 0.06, 0.07, 0.10, 0.08, 0.07, 0.12, 0.14, 0.08, 0.06, 0.07, 0.10, -0.19, 0.09, 0.09, -0.18, -0.10, 0.09, 0.05, 0.09, 0.09, 0.10, -0.25, -0.21, 0.06, 0.07, 0.09, 0.10, 0.06, -0.17, -0.26, -0.25, 0.07, -0.10, -0.25, 0.09, -0.23, 0.09, -0.23, -0.11, 0.08, 0.16, -0.26, 0.08, 0.14, 0.09, -0.16, -0.21, -0.26, 0.08, 0.08, -0.18, -0.24, -0.25, -0.25, 0.17, 0.06, 0.07, 0.15, 0.10, 0.08, 0.11, 0.07, 0.09, -0.21, 0.17, 0.13, -0.21, 0.07, 0.12, 0.08, -0.23, 0.11, 0.06, -0.17, 0.12, 0.06, 0.05, -0.16, 0.08, 0.10, -0.11, -0.09, -0.18, -0.25, -0.23, 0.06, 0.06, 0.08, 0.08, 0.05, 0.11, 0.08, 0.07, 0.10, 0.10, -0.18, 0.08, -0.19, 0.05, 0.07, -0.25, 0.06, 0.06, -0.26, 0.11, 0.07, -0.09, 0.06, 0.17, 0.09, 0.13, 0.20, 0.13, 0.07, -0.11, 0.10, 0.15, -0.18, 0.08, -0.08, 0.09, 0.07, -0.21, 0.16, -0.26, 0.10, -0.11, -0.23, -0.10, 0.04, 0.09, 0.09, -0.18, -0.18], "e_homo_ev": -9.15, "spin_multiplicity": 1, "total_charge": -1, "homo_lumo_gap_ev": 11.2}

=====

Entry 2:
{"formula": "C10H11N3", "method": "ωB97M-V/def2-TZVPD", "symbols": ["H", "H", "C", "C", "C", "C", "N", "C", "H", "H", "H", "H", "C", "H", "H", "C", "H", "N", "C", "H", "H", "C", "C", "N"], "coordinates": [[-2.68089, -1.24045, 1.20146], [0.03526, 3.40028, 1.09208], [2.24461, 0.01007, 0.07119], [-1.02477, 0.19176, 0.52475], [1.27461, -0.74509, -0.76348], [0.16699, 2.47710, 0.75683], [3.36060, -0.78122, -1.55608], [-2.67698, 0.79677, 1.91191], [4.23135, -1.04244, -2.07488], [0.90227, 2.51102, -0.12695], [-3.67159, 0.93793, 2.40685], [1.74474, -1.76114, -2.58718], [2.10865, -1.25294, -1.75420], [-1.12640, -2.65831, -0.37505], [-0.66789, -2.55369, -2.02794], [-0.75549, 1.53715, 0.98391], [-1.98321, 2.90827, 2.05673], [3.45871, -0.13153, -0.43386], [-0.09886, -0.89334, -0.66090], [2.10784, 0.17442, 1.09491], [-2.01596, -1.55438, -1.47006], [-2.21864, -0.23277, 1.14219], [-0.93211, -1.94869, -1.21695], [-1.78284, 1.85122, 1.80471]], "lowdin_charge": [0.11, -0.01, -0.09, 0.00, -0.22, 0.06, -0.05, -0.12, 0.18, 0.10, 0.12, 0.10, -0.06, 0.09, 0.04, -0.38, 0.21, 0.01, -0.10, 0.09, 0.12, -0.11, -0.11, 0.02], "e_homo_ev": [-6.57, -6.48], "spin_multiplicity": 1, "smiles": "C=c1[nH]cc/c1=C(\\C)c1cn[nH]c1", "homo_lumo_gap_ev": [7.0, 6.6]}

=====

| no. | E_tot (eV) |
| --- | --- |
| 1 | -151919.290 |
| 2 | -15013.128 |